# 1
{
  "formula": "C7H13NO",
  "method": "ωB97M-V/def2-TZVPD",
  "e_homo_ev": [-8.04, -8.04],
  "spin_multiplicity": 1,
  "orbital_gap_ev": [7.791, 7.793],
  "total_energy_ha": -404.36079,
  "e_lumo_ev": [-0.248, -0.248],
  "de_lowest_ev": 4.535,
  "total_charge": 0,
  "symbols": ["C", "C", "C", "C", "C", "C", "N", "C", "O", "H", "H", "H", "H", "H", "H", "H", "H", "H", "H", "H", "H", "H"],
  "coordinates": [[0.541, -0.072, -0.237], [-0.392, 0.531, 0.605], [-0.129, -1.044, -1.861], [1.711, -0.833, 0.356], [-1.685, 1.129, 0.147], [-0.363, 0.216, 2.076], [-0.451, -2.197, -1.300], [0.962, 1.328, -0.826], [0.382, 1.992, -1.657], [-1.369, -2.152, -0.853], [-0.873, -0.354, -2.270], [0.768, -1.070, -2.479], [2.059, 1.430, -0.738], [2.441, -1.062, -0.415], [1.368, -1.776, 0.787], [2.224, -0.267, 1.137], [-1.592, 1.743, -0.747], [0.573, 0.517, 2.543], [-2.107, 1.776, 0.921], [-2.414, 0.329, -0.055], [-0.479, -0.860, 2.245], [-1.175, 0.695, 2.619]],
  "forces_ev_per_angstrom": [[0.8, 3.8, 1.1], [-0.8, -1.7, 0.9], [-1.2, -2.6, -0.6], [-0.4, -0.1, 0.1], [0.1, 0.8, -0.1], [-0.2, -0.2, 0.2], [0.6, 1.1, -0.5], [0.4, -2.3, -2.8], [-0.2, 0.3, 0.8], [-0.1, 0.1, -0.3], [0.1, 0.5, 0.7], [0.3, 0.2, 0.3], [0.0, 0.4, 0.8], [0.0, -0.1, -0.2], [0.1, 0.1, -0.1], [-0.1, 0.0, 0.0], [0.1, -0.2, -0.2], [0.2, 0.0, 0.0], [0.0, -0.2, 0.0], [0.2, 0.0, 0.0], [0.1, 0.0, -0.1], [0.0, 0.1, -0.1]]
}


# 2
{
  "formula": "C7H13NO2",
  "method": "ωB97M-V/def2-TZVPD",
  "smiles": "COC(=O)NC(C)=C(C)C",
  "e_homo_ev": -8.11,
  "spin_multiplicity": 1,
  "orbital_gap_ev": 8.962,
  "total_energy_ha": -479.75028,
  "e_lumo_ev": 0.849,
  "de_lowest_ev": 1.259,
  "total_charge": 0,
  "symbols": ["C", "C", "C", "C", "N", "C", "C", "C", "O", "O", "H", "H", "H", "H", "H", "H", "H", "H", "H", "H", "H", "H", "H"],
  "coordinates": [[-1.961, 2.308, 0.676], [1.753, -0.683, -1.736], [-0.387, -2.370, -0.505], [-0.325, -0.955, 1.570], [1.350, 0.962, 0.031], [0.344, 1.906, 0.146], [0.972, -0.261, -0.517], [0.109, -1.096, 0.131], [-0.948, 1.426, 0.199], [0.632, 3.094, 0.259], [2.203, 1.390, -0.308], [-2.452, 2.780, -0.180], [-2.705, 1.708, 1.207], [-1.570, 3.071, 1.353], [1.132, -0.600, -2.633], [2.640, -0.061, -1.892], [2.107, -1.716, -1.650], [0.227, -3.219, -0.194], [-1.420, -2.566, -0.201], [-0.383, -2.315, -1.598], [-0.035, -1.851, 2.130], [-1.412, -0.851, 1.636], [0.129, -0.100, 2.076]],
  "forces_ev_per_angstrom": [[-0.2, 0.4, -0.1], [-0.3, -0.1, -0.3], [0.1, 0.2, -0.3], [0.0, 0.5, -0.2], [-1.5, 0.8, -0.1], [-0.1, 2.2, 0.9], [-0.2, -2.9, 0.8], [1.1, 0.4, -0.3], [1.7, 0.0, 0.0], [-0.7, -1.2, -0.1], [-0.2, -0.1, 0.2], [0.1, 0.1, 0.1], [0.3, -0.1, -0.1], [0.1, -0.1, -0.2], [0.2, -0.1, -0.1], [-0.2, 0.0, 0.1], [-0.2, 0.1, -0.1], [-0.1, -0.1, 0.0], [0.2, 0.0, 0.0], [0.1, -0.1, 0.1], [-0.1, 0.0, -0.2], [0.1, 0.0, 0.1], [0.0, -0.1, -0.1]]
}


# 3
{
  "formula": "C7H13NO3P",
  "method": "ωB97M-V/def2-TZVPD",
  "smiles": "CC[C@@H]1C[C@@]1(NC=O)[P@](C)(=O)[O-]",
  "e_homo_ev": -4.94,
  "spin_multiplicity": 1,
  "orbital_gap_ev": 8.436,
  "total_energy_ha": -896.41514,
  "e_lumo_ev": 3.496,
  "de_lowest_ev": 0.000,
  "total_charge": -1,
  "symbols": ["C", "C", "C", "C", "C", "C", "C", "N", "O", "O", "O", "P", "H", "H", "H", "H", "H", "H", "H", "H", "H", "H", "H", "H", "H"],
  "coordinates": [[-2.372, -0.228, 1.387], [0.933, -1.042, 1.761], [0.769, -0.706, 0.296], [0.149, 0.431, 1.099], [-0.735, -0.821, -1.635], [1.285, 2.249, -0.330], [-0.069, -1.657, -0.534], [-1.341, 0.579, 1.247], [2.407, 1.613, 2.048], [-2.438, -1.410, 1.623], [0.093, 2.928, 1.965], [1.096, 1.930, 1.462], [-3.296, 0.396, 1.224], [0.092, -1.660, 2.073], [1.681, -0.767, 2.388], [1.666, -0.495, -0.463], [-1.459, -1.562, -2.071], [-0.081, -0.497, -2.473], [-1.429, -0.126, -1.387], [1.708, 3.277, -0.423], [1.834, 1.499, -0.877], [0.265, 2.234, -0.841], [0.528, -2.507, -0.921], [-0.899, -2.089, -0.008], [-1.629, 1.527, 1.029]],
  "forces_ev_per_angstrom": [[-1.3, 0.6, -0.3], [-4.4, 1.7, -3.0], [1.9, -0.2, -1.0], [-0.3, -4.2, 1.8], [0.8, -4.2, -2.7], [-1.0, 1.7, -0.8], [-0.4, 1.3, -0.2], [2.5, 0.9, -1.0], [0.9, -0.2, 0.7], [0.2, -1.1, 0.2], [0.3, -0.1, 0.3], [-1.5, 0.5, -1.9], [0.1, -0.4, 0.3], [0.5, -0.2, 0.3], [2.3, 0.6, 1.4], [-1.4, 0.1, 2.3], [0.6, 0.3, -0.4], [-0.3, 0.0, 0.7], [-1.3, 2.7, 1.5], [-0.1, -0.7, -0.4], [0.7, 0.0, 0.1], [1.0, 0.3, 0.8], [-0.1, 0.7, 0.0], [-0.2, -0.2, 0.8], [0.4, 0.0, 0.3]]
}


# 4
{
  "formula": "C7H13NO5S",
  "method": "ωB97M-V/def2-TZVPD",
  "e_homo_ev": -8.80,
  "spin_multiplicity": 1,
  "orbital_gap_ev": 9.086,
  "total_energy_ha": -1103.56113,
  "e_lumo_ev": 0.287,
  "de_lowest_ev": 0.627,
  "total_charge": 0,
  "symbols": ["C", "C", "C", "C", "C", "C", "C", "N", "O", "O", "O", "O", "O", "S", "H", "H", "H", "H", "H", "H", "H", "H", "H", "H", "H", "H", "H"],
  "coordinates": [[-0.888, -0.578, 1.178], [2.889, -1.127, -1.196], [-1.261, 0.397, -1.871], [1.127, 3.126, 0.438], [-2.186, -0.665, 0.334], [-1.950, -0.832, -1.166], [-0.643, -1.950, 1.729], [0.243, -2.782, 1.364], [3.846, -0.619, -1.563], [-0.550, 0.518, 1.589], [2.021, -1.806, -0.859], [1.684, 0.848, -0.585], [1.792, 1.102, 1.823], [2.272, 1.730, 0.450], [-0.282, 0.397, -1.357], [-1.264, 0.089, -2.888], [-1.908, 1.149, -1.641], [0.993, 3.419, 1.582], [1.292, 3.991, -0.242], [0.140, 2.648, 0.068], [-2.641, -1.593, 0.777], [-2.753, 0.280, 0.493], [-1.312, -1.820, -1.295], [-2.961, -0.871, -1.489], [1.001, -2.335, 0.766], [0.549, -3.642, 1.894], [0.750, 0.926, 1.666]],
  "forces_ev_per_angstrom": [[-2.4, -2.4, -0.3], [0.4, -0.2, -0.1], [1.1, -4.5, 2.0], [-2.4, 0.3, 1.5], [1.0, -0.3, 0.8], [1.8, -1.0, 0.6], [-0.8, 2.0, 1.1], [3.5, 0.4, -0.9], [1.1, 0.8, -0.4], [0.4, 0.6, 0.3], [-1.3, -0.9, 0.5], [0.3, 0.0, -0.5], [-0.3, 0.3, -0.3], [-0.1, 0.2, 0.0], [-0.3, 0.9, -1.0], [0.5, 0.5, -1.0], [-1.2, 2.8, 0.2], [0.3, -0.2, -2.6], [0.5, -0.7, 0.6], [1.5, 0.7, 0.8], [-0.5, 1.1, -0.7], [0.2, -0.8, 0.3], [-1.6, 1.8, -0.3], [-0.8, -0.9, -1.1], [-0.8, -1.5, 0.5], [-1.1, 1.2, -0.8], [1.1, -0.3, 1.0]]
}


# 5
{
  "formula": "C7H13NOS2",
  "method": "ωB97M-V/def2-TZVPD",
  "e_homo_ev": -8.96,
  "spin_multiplicity": 1,
  "orbital_gap_ev": 9.417,
  "total_energy_ha": -1200.75189,
  "e_lumo_ev": 0.460,
  "de_lowest_ev": 3.183,
  "total_charge": 0,
  "symbols": ["C", "C", "C", "C", "C", "C", "C", "H", "H", "H", "H", "H", "H", "H", "H", "H", "H", "H", "H", "H", "N", "O", "S", "S"],
  "coordinates": [[2.741, -2.087, 0.301], [1.321, 0.414, -0.087], [0.193, -0.361, 0.555], [-0.955, 0.488, 1.138], [-1.408, 1.731, 0.377], [-1.752, 1.390, -1.055], [-3.255, -0.597, -0.824], [3.492, -2.731, -0.218], [3.137, -1.852, 1.404], [1.618, -2.666, 0.168], [2.054, 0.643, 0.627], [1.050, 1.297, -0.839], [-0.202, -1.195, -0.246], [0.688, -0.969, 1.512], [-0.515, 0.653, 2.222], [-1.835, -0.195, 1.209], [-0.536, 2.433, 0.200], [-2.366, 2.203, 0.717], [-0.894, 1.194, -1.790], [-2.174, 2.276, -1.619], [-2.769, 0.381, -1.237], [3.988, 0.025, -1.056], [2.638, -0.653, -0.976], [-4.260, -1.823, -0.483]],
  "forces_ev_per_angstrom": [[-1.5, -0.5, -0.2], [0.8, 0.5, -2.1], [0.3, -3.1, -0.3], [0.4, -0.7, 2.2], [0.7, 0.3, -1.1], [-0.2, 0.8, -3.4], [-2.6, -2.1, 0.2], [-0.6, 0.4, 0.6], [-1.3, -0.3, -2.5], [3.4, 1.7, 0.8], [0.5, 1.8, 1.5], [0.7, -2.0, 1.8], [0.7, 1.9, 1.9], [-1.5, 1.3, -2.7], [-1.6, 0.4, -1.9], [0.7, 0.5, 0.4], [-1.2, -0.2, 0.9], [1.3, -0.2, 0.6], [-0.8, -0.4, 1.4], [0.3, -0.5, 1.1], [1.8, 1.2, 0.1], [-1.8, -0.2, 0.8], [0.1, -1.3, 0.0], [1.2, 0.7, 0.0]]
}


# 6
{
  "formula": "C7H13O5Rb",
  "method": "ωB97M-V/def2-TZVPD",
  "e_homo_ev": -8.12,
  "spin_multiplicity": 1,
  "orbital_gap_ev": 7.623,
  "total_energy_ha": -674.68998,
  "e_lumo_ev": -0.493,
  "de_lowest_ev": 4.702,
  "total_charge": 0,
  "symbols": ["Rb", "O", "C", "O", "O", "H", "C", "C", "O", "C", "H", "H", "H", "H", "H", "H", "C", "C", "O", "C", "H", "H", "H", "H", "H", "H"],
  "coordinates": [[13.942, -16.396, -17.806], [18.089, -15.419, -17.068], [17.115, -15.791, -17.864], [17.407, -16.544, -18.802], [15.873, -15.617, -17.622], [18.618, -15.989, -17.631], [16.756, -16.124, -13.149], [17.569, -17.255, -13.714], [17.389, -18.386, -13.394], [18.338, -16.907, -14.940], [15.974, -16.558, -12.525], [16.264, -15.561, -13.941], [17.365, -15.483, -12.511], [17.714, -16.264, -15.561], [18.692, -17.752, -15.530], [19.186, -16.276, -14.674], [20.348, -14.825, -17.748], [20.424, -16.310, -17.420], [19.411, -17.029, -17.387], [21.810, -16.833, -16.975], [19.399, -14.435, -17.381], [20.284, -14.600, -18.812], [21.191, -14.295, -17.303], [21.769, -17.898, -16.744], [22.152, -16.299, -16.088], [22.538, -16.739, -17.781]],
  "forces_ev_per_angstrom": [[-4.8, -2.0, -0.5], [-4.8, 4.1, 0.3], [-4.1, -1.7, -1.2], [0.8, 0.2, -1.3], [4.5, 3.4, 1.8], [2.0, -1.1, 0.1], [-0.4, -0.1, 0.9], [-0.5, 1.0, -1.9], [-0.1, -1.9, 1.2], [0.3, 0.0, 0.6], [0.0, 0.0, 0.1], [0.3, 0.2, 0.0], [0.0, 0.3, -0.2], [0.1, -0.5, 0.6], [-0.2, 0.0, 0.5], [0.2, 0.1, 0.0], [0.6, 0.4, 0.1], [0.4, -1.2, 0.6], [5.4, -1.3, -1.0], [-1.0, -0.5, -0.5], [1.0, 0.4, 0.1], [0.4, -0.4, -0.2], [0.1, -0.1, -0.2], [-0.3, 0.1, 0.1], [0.0, 0.2, -0.1], [0.0, 0.4, 0.0]]
}